[1]
ORCA calculation (ωB97M-V with the def2-TZVPD basis set) on a molecular structure, C54H65CsN5O10PS3.

Output
**Strongest force on any atom**: 0.01715 Eh/bohr
**Net charge**: -2
**HOMO level**: -2.08 eV
**Kohn-Sham gap**: 5.1887 eV

Geometry (Å):
Cs (0.3558, 0.4255, 0.3953)
C (4.5328, 5.4962, 2.3897)
C (4.1433, 5.0384, 1.1270)
C (3.2765, 3.9791, 0.9806)
C (2.7296, 3.2968, 2.1039)
C (3.1143, 3.7936, 3.3773)
C (3.9942, 4.8569, 3.5005)
N (1.9120, 2.2494, 1.8588)
N (1.3982, 1.6649, 3.0367)
C (0.0819, 1.9217, 3.4487)
C (-0.7804, 2.9775, 3.2534)
C (-2.0419, 2.8431, 3.8456)
C (-2.3956, 1.7083, 4.5597)
C (-1.4885, 0.6453, 4.7137)
C (-0.2412, 0.7673, 4.1518)
H (5.2129, 6.3320, 2.4983)
H (4.5274, 5.5265, 0.2362)
H (2.9754, 3.6454, -0.0068)
H (2.7020, 3.3272, 4.2635)
H (4.2608, 5.1996, 4.4964)
H (-0.5046, 3.8387, 2.6598)
H (-2.7705, 3.6351, 3.7171)
H (-3.3943, 1.6261, 4.9720)
H (-1.8043, -0.2548, 5.2313)
O (-6.6817, 3.7857, -1.5138)
C (-5.5975, 3.7260, -2.1461)
O (-5.3347, 4.1232, -3.2945)
C (-4.4533, 3.0166, -1.3886)
C (-4.5249, 2.8398, -0.0108)
C (-3.5334, 2.1247, 0.6338)
N (-2.5023, 1.5657, 0.0008)
C (-2.4120, 1.7590, -1.3180)
C (-3.3464, 2.4933, -2.0418)
C (-1.2182, 1.0835, -1.9848)
O (-0.4244, 1.7884, -2.6402)
O (-1.0954, -0.1504, -1.7543)
H (-5.3713, 3.2444, 0.5280)
H (-3.5614, 1.9758, 1.7100)
H (-3.2332, 2.6461, -3.1068)
C (-5.4040, -3.5271, -4.0585)
C (-4.3314, -2.7356, -3.3222)
C (-4.2228, -3.1763, -1.8748)
N (-3.1643, -2.4941, -1.1524)
C (-3.2401, -2.0081, 0.0684)
S (-1.9668, -1.9585, 1.1605)
N (-4.4981, -1.6066, 0.5214)
C (-5.4674, -0.9313, -0.2154)
O (-5.4315, -0.8156, -1.4167)
C (-6.6137, -0.3994, 0.5965)
C (-6.9408, -0.8815, 1.8620)
C (-8.0128, -0.3388, 2.5554)
C (-8.7520, 0.6941, 1.9923)
C (-8.4295, 1.1727, 0.7297)
C (-7.3724, 0.6173, 0.0258)
H (-5.4801, -3.2116, -5.1003)
H (-6.3836, -3.3804, -3.5963)
H (-5.1857, -4.5992, -4.0487)
H (-4.5633, -1.6707, -3.3391)
H (-3.3600, -2.8722, -3.7985)
H (-4.0018, -4.2521, -1.8398)
H (-5.1716, -3.0219, -1.3619)
H (-2.2244, -2.6028, -1.5332)
H (-4.4546, -1.3741, 1.5029)
H (-6.3756, -1.6914, 2.3078)
H (-8.2658, -0.7183, 3.5380)
H (-9.5764, 1.1296, 2.5452)
H (-8.9665, 1.9989, 0.2816)
H (-7.1167, 1.0169, -0.9480)
O (3.0827, -0.2346, 0.0356)
S (3.3096, 0.1089, -1.3906)
C (4.5623, 1.3858, -1.4244)
C (4.5470, 2.3097, -2.4560)
C (5.4759, 3.3425, -2.4442)
C (6.3760, 3.4507, -1.3944)
C (6.3525, 2.5359, -0.3484)
C (5.4403, 1.4950, -0.3582)
C (4.3176, -1.2330, -2.0459)
C (4.8870, -1.1585, -3.3102)
C (5.5613, -2.2586, -3.8142)
C (5.6601, -3.4222, -3.0580)
C (5.0904, -3.4813, -1.7954)
C (4.4104, -2.3829, -1.2828)
H (3.7938, 2.2454, -3.2332)
H (5.4693, 4.0817, -3.2349)
H (7.0753, 4.2770, -1.3687)
H (7.0199, 2.6587, 0.4945)
H (5.3610, 0.7985, 0.4669)
H (4.8028, -0.2498, -3.8948)
H (6.0074, -2.2117, -4.7996)
H (6.1807, -4.2830, -3.4584)
H (5.1642, -4.3875, -1.2076)
H (3.9447, -2.3999, -0.3051)
C (0.4057, -5.0795, -4.8110)
C (1.4135, -3.9364, -4.8972)
C (1.7289, -3.2910, -3.5508)
S (0.5005, -2.1458, -2.8477)
O (-0.7802, -2.9340, -2.8569)
C (0.4769, -0.9406, -4.2218)
C (-0.6557, -1.1496, -5.2310)
C (-1.8205, -0.1963, -4.9900)
H (0.2237, -5.5133, -5.7969)
H (-0.5366, -4.7270, -4.3964)
H (0.7804, -5.8724, -4.1586)
H (1.0526, -3.1775, -5.5952)
H (2.3540, -4.3105, -5.3162)
H (2.6579, -2.7181, -3.5946)
H (1.8558, -4.0528, -2.7760)
H (1.4635, -1.0210, -4.6862)
H (0.3886, 0.0335, -3.7325)
H (-1.0088, -2.1834, -5.1834)
H (-0.2547, -0.9969, -6.2383)
H (-2.2228, -0.3375, -3.9900)
H (-2.6210, -0.3613, -5.7150)
H (-1.4925, 0.8417, -5.0608)
C (4.6909, 0.7991, 4.4950)
C (4.1549, 0.4657, 3.1138)
O (2.9634, -0.3037, 3.1013)
P (1.4854, 0.0747, 3.7141)
O (0.8164, -1.2489, 3.0560)
C (1.4917, -2.3091, 2.3622)
C (2.1321, -3.2725, 3.3405)
O (2.0418, -0.1800, 5.2335)
C (1.2187, -0.2505, 6.3878)
C (1.1521, 1.0877, 7.0963)
H (5.6461, 1.3182, 4.3789)
H (4.8416, -0.1037, 5.0900)
H (4.0138, 1.4582, 5.0342)
H (4.8840, -0.1614, 2.5891)
H (4.0156, 1.3716, 2.5280)
H (2.2320, -1.8949, 1.6782)
H (0.7079, -2.8029, 1.7856)
H (2.8932, -2.7610, 3.9297)
H (2.5997, -4.0987, 2.7984)
H (1.3799, -3.6866, 4.0146)
H (1.6802, -1.0034, 7.0327)
H (0.2212, -0.6040, 6.1288)
H (2.1569, 1.4287, 7.3522)
H (0.5654, 1.0038, 8.0145)
H (0.6817, 1.8326, 6.4538)

Results of the Löwdin charge analysis, in e, for atoms 1 through 4: 1.32, -0.16, -0.14, -0.05

=====

[2]
ORCA calculation (ωB97M-V with the def2-TZVPD basis set) on 13 unconnected molecules or ions with the total composition C54H65F3N12O6S.

Output
**Strongest force on any atom**: 0.14998 Eh/bohr
**Net charge**: 0
**HOMO level**: -7.92 eV
**Kohn-Sham gap**: 6.8929 eV

Geometry (Å):
C (-5.0056, 1.0062, -3.9591)
C (-4.3421, 1.1988, -2.8561)
C (-3.6503, 1.3520, -1.4250)
O (-4.2775, 2.5004, -0.7329)
S (-2.9420, 3.4518, -0.2342)
O (-3.0904, 4.6990, -1.1046)
O (-3.2387, 3.7057, 1.2247)
O (-1.5413, 2.5318, -0.5202)
C (-2.0435, 1.3855, -1.3021)
O (-1.4469, 1.6764, -2.6202)
C (-1.2432, 0.0222, -0.9094)
O (-0.9813, -0.1271, 0.5150)
C (-2.1306, -0.5564, 1.2387)
F (-3.0752, 0.5113, 1.5108)
F (-1.6489, -0.9589, 2.5475)
F (-2.7937, -1.6985, 0.6998)
H (-5.7525, 0.8104, -4.8222)
H (-3.9531, 0.3813, -0.8647)
H (-0.7493, 2.3684, -2.4821)
H (-1.7376, -0.8904, -1.4090)
H (-0.2003, 0.1268, -1.4173)
N (1.6723, 0.4918, 1.5004)
C (1.3623, 0.5505, 2.8333)
C (2.5269, 0.4017, 3.5467)
C (3.5797, 0.2534, 2.6100)
C (3.0230, 0.3159, 1.3552)
H (1.0108, 0.5669, 0.7458)
H (0.3421, 0.6912, 3.1582)
H (2.6120, 0.4010, 4.6242)
H (4.6295, 0.1165, 2.8291)
H (3.4701, 0.2493, 0.3742)
N (4.9446, -0.0132, 6.6199)
C (5.2487, 0.4825, 7.8599)
C (4.6098, -0.2949, 8.7962)
C (3.8985, -1.2999, 8.0954)
C (4.1262, -1.1027, 6.7550)
H (5.2725, 0.3646, 5.7443)
H (5.8905, 1.3444, 7.9688)
H (4.6511, -0.1557, 9.8669)
H (3.2878, -2.0817, 8.5240)
H (3.7761, -1.6419, 5.8869)
N (-4.4764, 7.1347, -1.5078)
C (-5.1349, 7.7892, -2.5143)
C (-5.7746, 8.8759, -1.9670)
C (-5.4864, 8.8800, -0.5804)
C (-4.6809, 7.7955, -0.3265)
H (-3.9249, 6.2957, -1.6192)
H (-5.0931, 7.4256, -3.5304)
H (-6.3816, 9.5892, -2.5061)
H (-5.8294, 9.5971, 0.1517)
H (-4.2380, 7.4374, 0.5913)
N (6.1815, 3.3877, 4.2921)
C (5.6059, 3.7082, 5.4932)
C (6.5816, 4.2365, 6.3039)
C (7.7893, 4.2403, 5.5625)
C (7.5114, 3.7138, 4.3242)
H (5.7006, 2.9767, 3.5065)
H (4.5546, 3.5315, 5.6672)
H (6.4411, 4.5830, 7.3179)
H (8.7555, 4.5903, 5.8975)
H (8.1439, 3.5421, 3.4657)
N (-6.3050, -1.6322, -2.6476)
C (-6.5570, -2.6490, -3.5289)
C (-7.2005, -3.6536, -2.8453)
C (-7.3469, -3.2241, -1.5036)
C (-6.7878, -1.9721, -1.4115)
H (-5.8367, -0.7657, -2.8738)
H (-6.2564, -2.5715, -4.5636)
H (-7.5301, -4.5929, -3.2660)
H (-7.8107, -3.7697, -0.6942)
H (-6.6910, -1.2959, -0.5746)
N (10.4297, -0.7193, 3.3888)
C (9.2259, -0.0673, 3.3411)
C (9.0631, 0.6098, 4.5258)
C (10.2131, 0.3619, 5.3148)
C (11.0403, -0.4589, 4.5867)
H (10.8075, -1.2996, 2.6563)
H (8.5903, -0.1425, 2.4711)
H (8.2108, 1.2173, 4.7940)
H (10.4142, 0.7424, 6.3060)
H (12.0077, -0.8799, 4.8176)
N (11.1166, 3.1356, 9.3643)
C (12.0080, 4.0272, 9.8996)
C (11.6064, 5.2924, 9.5457)
C (10.4255, 5.1595, 8.7728)
C (10.1461, 3.8173, 8.6804)
H (11.1668, 2.1332, 9.4598)
H (12.8497, 3.6851, 10.4833)
H (12.1068, 6.2116, 9.8144)
H (9.8433, 5.9574, 8.3330)
H (9.3428, 3.2899, 8.1868)
N (-9.3178, -6.8378, -3.8033)
C (-9.3572, -6.2885, -5.0571)
C (-9.8386, -7.2409, -5.9229)
C (-10.1050, -8.4060, -5.1624)
C (-9.7769, -8.1271, -3.8575)
H (-9.0012, -6.3665, -2.9701)
H (-9.0386, -5.2699, -5.2249)
H (-9.9841, -7.1122, -6.9861)
H (-10.4944, -9.3451, -5.5286)
H (-9.8292, -8.7337, -2.9655)
N (10.5057, 8.2955, 10.1758)
C (11.4842, 9.1011, 9.6573)
C (11.4001, 10.3244, 10.2780)
C (10.3355, 10.2523, 11.2094)
C (9.8040, 8.9876, 11.1264)
H (10.3299, 7.3414, 9.9013)
H (12.1534, 8.7360, 8.8920)
H (12.0358, 11.1763, 10.0836)
H (9.9955, 11.0381, 11.8686)
H (8.9881, 8.5223, 11.6597)
N (-5.5550, -6.2524, -7.6936)
C (-6.1369, -5.9323, -6.4943)
C (-5.1645, -5.4052, -5.6789)
C (-3.9529, -5.4014, -6.4143)
C (-4.2244, -5.9267, -7.6544)
H (-6.0317, -6.6624, -8.4814)
H (-7.1897, -6.1087, -6.3253)
H (-5.3097, -5.0593, -4.6654)
H (-2.9886, -5.0522, -6.0742)
H (-3.5874, -6.0979, -8.5099)
N (-7.5716, -4.1131, -9.1102)
C (-8.4839, -4.8926, -9.7710)
C (-9.2305, -4.0746, -10.5850)
C (-8.7472, -2.7546, -10.4133)
C (-7.7218, -2.8094, -9.4996)
H (-6.8936, -4.4482, -8.4409)
H (-8.5244, -5.9595, -9.6043)
H (-10.0347, -4.3923, -11.2331)
H (-9.1086, -1.8624, -10.9041)
H (-7.0886, -2.0344, -9.0934)
N (-5.5710, -7.6511, -11.3616)
C (-5.8181, -7.9037, -12.6847)
C (-4.8372, -8.7482, -13.1456)
C (-3.9691, -9.0201, -12.0594)
C (-4.4475, -8.3325, -10.9706)
H (-6.1291, -7.0573, -10.7685)
H (-6.6676, -7.4606, -13.1831)
H (-4.7545, -9.1291, -14.1533)
H (-3.0912, -9.6500, -12.0724)
H (-4.0860, -8.2681, -9.9545)

Results of the Löwdin charge analysis, in e, for atoms 1 through 4: 0.12, 0.00, -0.21, -0.16

=====

[3]
ORCA calculation (ωB97M-V with the def2-TZVPD basis set) on a molecular structure, C54H67GeO2PPdSe.

Output
**Strongest force on any atom**: 0.06082 Eh/bohr
**Net charge**: 0
**HOMO level (spin up / spin down)**: -6.71 / -6.70 eV
**Kohn-Sham gap (spin up / spin down)**: 4.7300 / 4.7924 eV

Geometry (Å):
Pd (-0.1706, 0.0880, -0.0619)
C (5.5716, -4.8778, -2.4944)
C (5.8355, -3.5608, -1.7472)
C (6.9261, -2.7543, -2.4670)
C (6.3334, -3.8977, -0.3398)
C (4.5386, -2.7694, -1.7249)
C (3.8730, -2.4288, -0.5555)
C (2.6346, -1.8317, -0.6238)
Se (1.7026, -1.4280, 1.0195)
C (0.6095, -3.0202, 1.0196)
C (1.2000, -4.1413, 1.5546)
C (0.5470, -5.3667, 1.5209)
C (-0.6914, -5.4002, 0.8782)
C (-1.3132, -4.3125, 0.3036)
C (-0.6990, -3.0087, 0.4255)
O (-1.2620, -1.9329, 0.0821)
C (-2.6358, -4.5697, -0.4122)
C (-3.6723, -5.0657, 0.6129)
C (-3.2144, -3.3406, -1.1117)
C (-2.4177, -5.6471, -1.4902)
C (1.1274, -6.6360, 2.1143)
C (2.4910, -6.4006, 2.7666)
C (0.1687, -7.1597, 3.1930)
C (1.3099, -7.6828, 1.0053)
C (1.9704, -1.4907, -1.8418)
O (0.7822, -1.0454, -1.8188)
C (2.7276, -1.7363, -3.0381)
C (3.9375, -2.3911, -2.9250)
C (2.2423, -1.3754, -4.4378)
C (0.9610, -0.5422, -4.4440)
C (1.9768, -2.6794, -5.2092)
C (3.3321, -0.5579, -5.1539)
H (6.4598, -5.5062, -2.4862)
H (5.2919, -4.6956, -3.5289)
H (4.7583, -5.4185, -2.0135)
H (7.8666, -3.3023, -2.4559)
H (7.0758, -1.7991, -1.9677)
H (6.6593, -2.5596, -3.5025)
H (7.2533, -4.4739, -0.4071)
H (5.6020, -4.4953, 0.1976)
H (6.5428, -2.9949, 0.2277)
H (4.2807, -2.6436, 0.4215)
H (2.1828, -4.0358, 1.9911)
H (-1.1958, -6.3525, 0.8238)
H (-3.7698, -4.3515, 1.4287)
H (-3.3889, -6.0243, 1.0397)
H (-4.6437, -5.1807, 0.1351)
H (-3.5616, -2.6249, -0.3747)
H (-4.0612, -3.6359, -1.7305)
H (-2.4718, -2.8600, -1.7437)
H (-2.0295, -6.5737, -1.0770)
H (-1.7148, -5.2858, -2.2370)
H (-3.3611, -5.8696, -1.9855)
H (2.4195, -5.6685, 3.5664)
H (3.2185, -6.0599, 2.0347)
H (2.8543, -7.3329, 3.1931)
H (0.0524, -6.4136, 3.9760)
H (0.5632, -8.0694, 3.6398)
H (-0.8146, -7.3790, 2.7872)
H (1.9493, -7.2843, 0.2202)
H (0.3630, -7.9703, 0.5573)
H (1.7795, -8.5768, 1.4106)
H (4.4633, -2.6304, -3.8376)
H (0.1286, -1.1094, -4.0377)
H (0.7193, -0.2544, -5.4661)
H (1.0821, 0.3605, -3.8489)
H (1.2332, -3.2749, -4.6841)
H (2.8806, -3.2761, -5.3080)
H (1.6021, -2.4594, -6.2067)
H (3.5535, 0.3447, -4.5886)
H (2.9892, -0.2666, -6.1448)
H (4.2544, -1.1197, -5.2735)
C (-5.2963, 2.1087, -4.1890)
C (-3.9983, 1.8423, -4.5946)
C (-2.9991, 1.7022, -3.6511)
C (-3.2840, 1.8416, -2.2956)
C (-4.5891, 2.1165, -1.8931)
C (-5.5859, 2.2533, -2.8418)
P (-1.9143, 1.5032, -1.1231)
C (-2.8950, 1.2507, 0.4060)
C (-3.5340, 0.0133, 0.4960)
C (-4.1842, -0.3602, 1.6560)
C (-4.2230, 0.5157, 2.7317)
C (-3.6286, 1.7624, 2.6349)
C (-2.9511, 2.1290, 1.4835)
C (-1.1460, 3.1356, -0.8839)
C (-1.8395, 4.3203, -1.0167)
C (-1.1984, 5.5392, -0.7607)
C (0.1265, 5.5668, -0.4138)
C (0.8739, 4.3749, -0.2901)
C (2.2418, 4.3740, 0.0476)
C (2.9232, 3.1965, 0.1920)
C (2.2662, 1.9671, 0.0143)
C (0.9331, 1.9124, -0.3259)
C (0.2197, 3.1268, -0.4981)
H (-6.0852, 2.1944, -4.9213)
H (-3.7730, 1.7291, -5.6447)
H (-1.9838, 1.4732, -3.9494)
H (-4.8224, 2.2289, -0.8434)
H (-6.5968, 2.4673, -2.5277)
H (-3.5015, -0.6390, -0.3682)
H (-4.6425, -1.3362, 1.7334)
H (-4.7195, 0.2254, 3.6457)
H (-3.6603, 2.4400, 3.4774)
H (-2.4537, 3.0892, 1.4226)
H (-2.8841, 4.3147, -1.3024)
H (-1.7612, 6.4596, -0.8346)
H (0.6220, 6.5059, -0.2128)
H (2.7428, 5.3235, 0.1801)
H (3.9761, 3.1988, 0.4405)
H (2.8447, 1.0522, 0.1329)
C (1.2841, -1.3296, 4.6228)
Ge (0.6148, 0.4208, 3.9606)
C (2.1721, 1.6208, 3.6591)
C (-0.5599, 1.2279, 5.3790)
C (-0.4243, 0.3013, 2.3271)
H (1.7846, -1.1958, 5.5780)
H (1.9952, -1.7495, 3.9157)
H (0.4747, -2.0412, 4.7542)
H (2.7080, 1.8222, 4.5830)
H (1.8614, 2.5701, 3.2312)
H (2.8547, 1.1453, 2.9601)
H (0.0044, 1.3410, 6.2996)
H (-1.4247, 0.6040, 5.5871)
H (-0.9202, 2.2087, 5.0808)
H (-0.7678, 1.3056, 2.0640)
H (-1.2399, -0.4230, 2.3578)

Results of the Löwdin charge analysis, in e, for atoms 1 through 4: 0.77, -0.04, -0.56, -0.05